ORCA calculation (ωB97M-V with the def2-TZVPD basis set) on a structure of composition C34H31BrN8O6S2W.

Values from the calculation:
Gap between HOMO and LUMO (spin up / spin down)   0.182 / 0.169 hartree
Expectation value of S²   0.7593

Geometry as ORCA input:
```
! wB97M-V def2-TZVPD RIJCOSX def2/J DEFGRID3
* xyz -1 2
W 0.3714 0.4611 0.7142
O -2.0924 0.4584 -2.8336
C -1.0863 0.5440 -2.1190
N -1.0979 0.7117 -0.7829
C -2.4372 0.9000 -0.2460
C -2.6284 0.1476 1.0270
C -3.8740 -0.2875 1.4679
C -3.9736 -0.9535 2.6725
C -2.8233 -1.1762 3.4164
C -1.6196 -0.7138 2.9191
N -1.5207 -0.0610 1.7551
C 0.2600 0.5571 -2.7956
C 0.3969 1.0734 -4.0352
C 1.7322 1.4626 -4.4882
C 2.8464 1.1076 -3.8349
C 2.7247 0.0916 -2.7374
N 1.3849 0.1453 -2.1407
H -3.1886 0.6104 -0.9797
H -2.5860 1.9678 -0.0248
H -4.7441 -0.1032 0.8515
H -4.9358 -1.3019 3.0285
H -2.8489 -1.6995 4.3626
H -0.6847 -0.8593 3.4486
H -0.4902 1.3458 -4.5860
H 1.7997 2.1407 -5.3335
H 3.8170 1.5061 -4.1073
H 2.9449 -0.9142 -3.1305
O -0.0905 -1.5624 0.0380
N 0.0840 -2.6379 0.7910
C -0.6127 -3.7377 0.4302
C -0.4814 -4.9139 1.1123
C 0.3980 -4.9568 2.2024
C 1.0902 -3.8346 2.5554
C 0.9382 -2.6193 1.8472
S 1.7367 -1.1730 2.2065
H -1.2481 -3.5857 -0.4288
H -1.0498 -5.7764 0.7970
H 0.5272 -5.8732 2.7644
H 1.7749 -3.8321 3.3917
C 4.9626 7.5555 0.6388
C 3.7887 6.6463 0.9842
S 3.8880 6.1442 2.6785
O 4.9412 5.1619 2.7996
O 3.9056 7.3185 3.5195
C 2.3493 5.2959 2.9031
C 2.3989 4.3748 4.1278
N 1.4633 3.2702 3.8888
C 1.7361 2.2738 3.0199
N 0.6209 1.6327 2.6654
C -0.4002 2.2266 3.3275
C 0.0937 3.2442 4.0686
N -0.6529 4.1383 4.9071
O -1.8524 3.9496 4.9873
O -0.0531 5.0807 5.4090
C 3.0749 1.9969 2.4489
H 4.8886 7.8615 -0.4039
H 5.9095 7.0342 0.7759
H 4.9638 8.4455 1.2661
H 3.7881 5.7237 0.4013
H 2.8250 7.1460 0.8681
H 2.1864 4.7032 1.9959
H 1.5634 6.0468 2.9834
H 2.1216 4.8956 5.0348
H 3.3889 3.9493 4.2525
H -1.4338 1.9551 3.2160
H 3.7685 2.8276 2.5582
H 2.9355 1.7801 1.3882
H 3.5115 1.1155 2.9222
N 9.5835 -0.0615 1.1465
C 8.5042 -0.0160 0.7458
C 7.1564 0.0403 0.2446
C 6.9150 0.2677 -1.1105
C 5.6237 0.3243 -1.5920
C 4.5078 0.1599 -0.7456
C 4.7776 -0.1078 0.6139
C 6.0642 -0.1546 1.0991
C 3.1889 0.2309 -1.2890
C 1.8779 0.2885 -0.8216
H 7.7542 0.4042 -1.7813
H 5.4579 0.5055 -2.6472
H 3.9453 -0.3312 1.2625
H 6.2444 -0.3696 2.1459
Br 0.6385 3.0838 0.1625
*
```

Taken from the Mulliken analysis, the atomic charges in e are: -0.759 -0.815 0.326 0.261 -1.380 0.580 -0.968 -0.430 -1.130 -0.129 0.867 0.474 -0.779 -0.354 -0.841 -0.135 0.503 0.646 0.142 0.516 0.404 0.449 0.482 0.458 0.350 0.263 0.366 -0.409 0.092 -0.210 -0.847 -0.258 -1.040 0.914 -0.489 0.471 0.410 0.375 0.428 -1.290 -0.465 1.229 -0.665 -0.710 0.431 -1.799 0.128 -0.061 0.254 -0.489 -0.366 1.048 -0.638 -0.660 -0.131 0.381 0.350 0.339 0.388 0.415 -0.292 0.520 0.370 0.709 0.670 0.412 -0.364 0.368 -0.621 0.046 0.465 -0.807 -0.804 0.631 0.280 -0.892 1.261 -0.322 0.444 0.294 0.158 0.465 -0.481


ORCA calculation (ωB97M-V with the def2-TZVPD basis set) on a structure of composition C34H31FIN7NiO7S.

Values from the calculation:
Gap between HOMO and LUMO   0.184 hartree

Geometry as ORCA input:
```
! wB97M-V def2-TZVPD RIJCOSX def2/J DEFGRID3
* xyz 0 1
Ni -0.3982 1.0435 -0.6581
N 3.5818 4.3860 4.5833
C 2.5553 3.5647 4.1162
C 1.3660 3.4401 4.8362
C 0.3601 2.6039 4.3849
C 0.5476 1.8708 3.2246
C 1.7260 1.9827 2.4974
C 2.7218 2.8304 2.9404
S -0.7231 0.8037 2.6374
O -0.1828 -0.5098 2.4586
O -1.8827 0.9942 3.4629
N -1.0248 1.3605 1.1265
C -1.3938 2.6268 0.8609
N -1.6966 3.5864 1.7396
C -1.9708 4.7689 1.2131
C -1.9327 5.0466 -0.1508
C -1.5812 3.9987 -0.9799
N -1.3468 2.7960 -0.4878
H 3.2879 5.1382 5.1842
H 4.2349 4.6887 3.8793
H 1.2298 4.0108 5.7481
H -0.5790 2.5210 4.9147
H 1.8490 1.4448 1.5659
H 3.6305 2.9377 2.3595
H -2.2267 5.5516 1.9210
H -2.1497 6.0299 -0.5384
H -1.4940 4.1130 -2.0543
F -1.0074 -2.8614 -5.6228
C -0.0120 -1.9576 -5.4733
C -0.1031 -1.0102 -4.4957
C 0.9554 -0.1253 -4.2898
C 0.8731 0.8121 -3.1607
O -0.2204 0.8800 -2.5723
C 2.0727 1.5249 -2.8521
C 3.1177 1.4148 -3.7090
N 3.1666 0.6184 -4.8131
C 4.3568 0.5716 -5.6206
C 5.0689 1.8475 -5.9254
C 4.3150 1.1378 -7.0130
C 2.1033 -0.2195 -5.0845
C 2.1540 -1.1697 -6.1125
C 1.1078 -2.0518 -6.3042
N 1.2233 -3.0480 -7.3138
C 0.0448 -3.5938 -7.9623
C 0.5139 -4.2728 -9.2686
N 1.8846 -3.7465 -9.5801
C 2.8881 -4.2542 -8.5800
C 2.2630 -4.0520 -7.1862
C 2.2964 2.4332 -1.6199
O 3.2573 3.2069 -1.7091
O 1.5154 2.2277 -0.6657
H -0.9604 -0.9706 -3.8356
H 3.9988 2.0053 -3.4931
H 4.9655 -0.3120 -5.4590
H 6.1485 1.8211 -5.9347
H 4.6418 2.7640 -5.5437
H 4.8736 0.6294 -7.7878
H 3.3791 1.5787 -7.3293
H 3.0200 -1.2223 -6.7594
H -0.6507 -2.7848 -8.1785
H -0.4820 -4.3360 -7.3571
H -0.1408 -4.0568 -10.1090
H 0.6119 -5.3516 -9.1658
H 1.8425 -2.7320 -9.4476
H 2.1694 -3.9526 -10.5350
H 3.7988 -3.6753 -8.7214
H 3.0840 -5.2998 -8.8085
H 3.0197 -3.7249 -6.4792
H 1.8548 -5.0009 -6.8157
I -6.6289 -2.5200 -0.0070
C -4.5591 -2.2692 -0.1952
C -3.7100 -3.3191 0.1241
C -2.3433 -3.1477 -0.0206
C -1.8110 -1.9381 -0.4598
C -2.6818 -0.9008 -0.7629
C -4.0568 -1.0591 -0.6404
C -0.3019 -1.8542 -0.6251
O 0.3051 -2.9065 -0.8037
O 0.2558 -0.7008 -0.6227
H -4.1094 -4.2591 0.4803
H -1.6571 -3.9524 0.2052
H -2.2976 0.0529 -1.1060
H -4.7221 -0.2414 -0.8827
*
```

Taken from the Mulliken analysis, the atomic charges in e are: 0.717 -0.605 1.166 -0.686 -0.431 -0.355 -0.231 -0.862 1.392 -0.744 -0.748 -0.131 0.854 -0.496 -0.272 -0.765 -0.002 0.106 0.215 0.231 0.277 0.484 0.309 0.284 0.419 0.382 0.458 -0.342 0.296 -0.627 0.865 1.568 -0.874 -0.266 -0.463 0.288 -0.329 -0.978 -0.437 -0.213 -0.639 -1.383 0.320 -0.714 -0.652 -0.154 -0.743 -0.676 -0.030 -0.827 -0.473 0.603 0.741 0.479 0.238 0.351 0.299 0.229 0.651 0.488 0.448 0.362 0.343 0.379 0.311 0.411 0.374 0.523 0.323 0.026 -0.060 -0.522 -0.686 0.475 0.439 -0.892 -0.008 -0.787 -0.767 0.374 0.459 0.480 0.429


ORCA calculation (ωB97M-V with the def2-TZVPD basis set) on a structure of composition C34H31N3O3PRuS at a distorted geometry.

Values from the calculation:
Gap between HOMO and LUMO   0.229 hartree

Geometry as ORCA input:
```
! wB97M-V def2-TZVPD RIJCOSX def2/J DEFGRID3
* xyz 1 1
Ru 0.4444 -0.1922 0.3280
C 7.0201 -1.3104 -0.0608
C 6.3844 -0.8291 1.0756
C 5.0626 -0.4191 1.0043
C 4.3727 -0.4875 -0.2046
C 5.0174 -0.9637 -1.3443
C 6.3376 -1.3773 -1.2679
P 2.6938 0.1528 -0.2645
C 1.7744 -0.7548 -1.5429
C 0.6961 -0.1098 -2.1750
C -0.2010 -0.8558 -2.9672
C -0.0338 -2.2083 -3.1187
C 1.0328 -2.8601 -2.4770
C 1.9074 -2.1585 -1.6896
C 2.7347 1.8909 -0.6969
C 3.8408 2.5530 -1.1619
C 3.7649 3.9354 -1.4160
C 2.5982 4.6108 -1.1815
C 1.4457 3.9521 -0.6883
C 0.2421 4.6477 -0.4246
C -0.8344 3.9657 0.0639
C -0.7639 2.5732 0.2872
C 0.3696 1.8331 0.0444
C 1.5051 2.5596 -0.4402
H 8.0511 -1.6332 -0.0064
H 6.9154 -0.7762 2.0161
H 4.5663 -0.0478 1.8934
H 4.4954 -1.0082 -2.2923
H 6.8365 -1.7480 -2.1532
H 0.6225 0.9670 -2.1724
H -1.0027 -0.3399 -3.4798
H -0.7098 -2.7753 -3.7447
H 1.1581 -3.9281 -2.5982
H 2.6992 -2.6782 -1.1642
H 4.7728 2.0241 -1.3205
H 4.6344 4.4602 -1.7873
H 2.5411 5.6769 -1.3647
H 0.1933 5.7124 -0.6141
H -1.7586 4.4879 0.2758
H -1.6594 2.0903 0.6709
C -4.9549 -1.2662 3.3585
C -4.7827 -0.0080 2.5243
N -3.9361 -0.2283 1.3307
C -4.6325 -0.3250 0.0351
C -5.1467 -1.7160 -0.2822
C -2.6256 -0.3182 1.5133
S -1.6415 -0.6983 -0.0123
N -2.1117 -0.1076 2.6818
C -0.8117 0.0244 3.0678
O 0.2061 0.0683 2.3495
C -0.6141 0.1653 4.5273
C -1.6970 0.1696 5.4061
C -1.4840 0.3037 6.7674
C -0.1911 0.4338 7.2555
C 0.8906 0.4299 6.3840
C 0.6828 0.2966 5.0235
H -5.5547 -1.0308 4.2380
H -3.9935 -1.6474 3.6977
H -5.4679 -2.0500 2.8034
H -4.3246 0.7879 3.1099
H -5.7428 0.3501 2.1579
H -3.9788 0.0446 -0.7505
H -5.4583 0.3832 0.0971
H -4.3347 -2.4404 -0.3257
H -5.6510 -1.7018 -1.2482
H -5.8631 -2.0570 0.4643
H -2.6988 0.0713 5.0143
H -2.3239 0.3092 7.4486
H -0.0250 0.5401 8.3195
H 1.8951 0.5323 6.7714
H 1.5176 0.2946 4.3374
O -1.9877 -3.2506 0.9845
N -1.1931 -2.4174 0.7117
O 0.0254 -2.4705 0.7806
*
```

Taken from the Mulliken analysis, the atomic charges in e are: -0.113 -0.465 -0.762 -0.403 0.197 -0.067 -0.802 1.887 -0.274 0.381 -0.948 -0.601 -0.751 -0.735 0.450 -0.637 -0.935 -0.808 0.551 -0.790 -1.326 0.123 0.712 0.264 0.404 0.422 0.447 0.480 0.426 0.576 0.513 0.439 0.425 0.523 0.496 0.428 0.409 0.405 0.458 0.192 -1.091 -0.680 0.303 -0.833 -0.973 0.386 -0.058 0.169 -0.330 -0.725 0.451 -0.152 -0.747 -0.392 -0.756 -0.438 0.361 0.270 0.343 0.439 0.435 0.399 0.521 0.236 0.398 0.313 0.336 0.427 0.401 0.418 0.552 -0.519 0.897 -0.548


Energy above the lowest of the compared OMol25 structures with the same formula, charge and spin, record by record: 217.6; 14.0; 0.0 kJ/mol